Formula: C52H55F6N4O
Source: OMol25
Level of theory: ωB97M-V/def2-TZVPD

XYZ file:
```
118
Properties=species:S:1:pos:R:3
C 2.63251 -3.04229 -1.19999
C 1.19479 -3.47106 -0.94768
C 1.14977 -4.82760 -0.24243
C 0.38557 -3.37626 -2.24096
C 0.22701 -4.53333 -3.00416
C -0.19810 -4.45138 -4.32496
C -0.45198 -3.19786 -4.88201
C -0.34873 -2.03546 -4.11127
C -0.61307 -0.71387 -4.86984
C -2.07333 -0.55009 -5.27442
C 0.30202 -0.59189 -6.08332
C 0.00119 -2.13164 -2.74678
N 0.23178 -0.94854 -1.94839
N 0.96680 -0.01004 -2.59332
N 0.97879 1.05985 -1.79769
C 1.71725 2.25261 -2.15125
C 1.00293 3.45263 -2.23944
C -0.51323 3.43224 -2.37479
C -0.92490 3.27504 -3.83744
C -1.16626 4.64319 -1.70314
C 1.73300 4.64082 -2.27936
C 3.12305 4.61521 -2.36050
C 3.80004 3.40185 -2.42424
C 3.10783 2.19339 -2.34463
C 3.92705 0.87637 -2.40212
C 4.77579 0.72908 -1.14716
C 4.79280 0.82890 -3.65568
C 0.32190 0.78134 -0.60947
C 0.10098 1.82465 0.38025
C 1.13986 2.63984 0.86853
C 0.88050 3.63041 1.79735
C 2.05422 4.38559 2.35385
F 1.71009 5.58144 2.90748
F 2.70778 3.66551 3.32792
F 2.99308 4.65431 1.38680
C -0.40589 3.91169 2.24721
C -1.43522 3.09941 1.77252
C -2.84103 3.29339 2.29165
F -3.77771 2.64297 1.51956
F -2.98892 2.78489 3.56405
F -3.21274 4.60493 2.32962
C -1.20429 2.07636 0.86798
C -0.09710 -0.51487 -0.61720
C -0.66131 -1.33605 0.52635
H 2.68522 -2.05460 -1.67873
H 3.20342 -3.00472 -0.26227
H 3.09402 -3.77179 -1.88033
H 0.74100 -2.75693 -0.27247
H 0.12144 -5.19303 -0.13769
H 1.74581 -5.55632 -0.80398
H 1.58100 -4.72544 0.76381
H 0.49490 -5.50254 -2.57434
H -0.28320 -5.35411 -4.93209
H -0.72171 -3.12913 -5.94271
H -0.36401 0.10253 -4.18950
H -2.72472 -0.63354 -4.40001
H -2.23036 0.44042 -5.71562
H -2.36868 -1.30779 -6.00904
H 1.34690 -0.70963 -5.78136
H 0.06974 -1.36121 -6.82751
H 0.18798 0.39169 -6.55184
H -0.89114 2.55275 -1.84135
H -0.47259 2.37098 -4.26576
H -2.01534 3.19444 -3.93147
H -0.57780 4.14105 -4.41805
H -0.76276 4.78217 -0.68957
H -0.98378 5.55353 -2.29416
H -2.25345 4.49173 -1.61530
H 1.20634 5.59537 -2.25053
H 3.68114 5.55032 -2.40263
H 4.88784 3.38690 -2.52229
H 3.19347 0.06127 -2.45520
H 4.16186 0.78445 -0.24292
H 5.30123 -0.22787 -1.14267
H 5.52022 1.53147 -1.10500
H 4.17736 0.93359 -4.55132
H 5.53015 1.63618 -3.64187
H 5.32264 -0.12239 -3.71345
H 2.15976 2.45548 0.53658
H -0.59298 4.73206 2.93098
H -2.03165 1.46955 0.50738
H 0.28976 -1.81263 1.02082
H -1.33773 -2.10013 0.09698
C 3.73509 -1.28996 5.70790
O 2.94579 -0.20317 5.16899
C 1.77467 -0.54416 4.56979
C 1.42094 -1.85480 4.19496
C 0.26794 -2.04248 3.44423
C -0.56681 -0.97390 3.08975
C -1.66608 -1.18704 2.07004
C -2.74081 -2.01786 2.78657
C -4.18466 -1.68312 2.84664
C -4.99552 -0.67771 2.31933
C -6.32446 -0.52539 2.78492
C -6.89055 -1.33921 3.78202
C -6.09161 -2.35022 4.35697
C -4.78679 -2.47837 3.87910
N -3.77016 -3.19892 4.49337
C -3.90534 -3.95525 5.72781
C -2.58902 -2.92933 3.85975
C -0.28281 0.29979 3.58625
C 0.92018 0.53175 4.23618
H 4.55758 -0.78206 6.20783
H 3.16511 -1.90368 6.42274
H 4.10256 -1.93232 4.89491
H 2.06865 -2.69221 4.44298
H 0.00327 -3.05461 3.14831
H -2.12396 -0.19035 1.86914
H -4.60229 -0.06630 1.49781
H -6.95232 0.24985 2.33331
H -7.91208 -1.15083 4.14825
H -6.45611 -2.91937 5.22126
H -4.91932 -4.35755 5.85232
H -3.18835 -4.78584 5.75125
H -3.68862 -3.30669 6.59200
H -1.70866 -3.42500 4.20871
H -1.00136 1.12083 3.47483
H 1.25006 1.53561 4.48879
```

E_LUMO = -0.1175 hartree
Charge = +1
Multiplicity = 1
E_tot = -79122.26654 eV
Maximum force = 3.4 eV/A

Formula: C52H55N11
Source: OMol25
Level of theory: ωB97M-V/def2-TZVPD

XYZ file:
```
118
Properties=species:S:1:pos:R:3
C 0.56602 -1.82135 -5.59088
C 1.14582 -0.57331 -5.65912
C 1.47669 -0.14988 -4.40835
N 1.29834 -1.20644 -3.59759
C 0.68955 -2.23477 -4.29939
H 0.02870 -2.25481 -6.42142
H 1.11742 0.16618 -6.44572
H 1.88026 0.72292 -3.91668
H 1.51118 -1.16114 -2.61131
H 0.33665 -3.11795 -3.78768
C -1.47376 3.13455 3.66309
C -1.15342 2.09630 4.62064
C -2.27316 1.99497 5.47682
N -3.23756 2.84912 5.00025
C -2.75326 3.40376 3.86441
H -0.77736 3.48578 2.91605
H -0.19021 1.60890 4.65316
H -2.45338 1.41163 6.36768
H -4.18447 2.93727 5.34038
H -3.38983 4.07317 3.30488
C -2.45633 6.65779 -1.44223
C -2.18836 5.46496 -2.03770
C -1.14512 4.86914 -1.29468
N -0.78091 5.64458 -0.27222
C -1.53013 6.82020 -0.41101
H -3.26306 7.25922 -1.83450
H -2.53352 4.97364 -2.93539
H -0.57070 3.98670 -1.53498
H 0.04634 5.45070 0.27383
H -1.27051 7.66195 0.21385
C -1.88201 -3.00737 6.07365
C -0.97594 -2.40822 6.97330
C 0.00708 -1.51900 6.43387
N 0.17866 -1.30664 5.08424
C -0.73742 -1.92897 4.28708
C -1.76601 -2.74940 4.74556
H -2.66854 -3.61079 6.50220
H -1.10333 -2.51138 8.04079
H 0.61564 -0.93831 7.11125
H -0.47247 -1.77066 3.25213
H -2.42418 -3.22054 4.03054
C 0.13872 1.08996 1.22035
C -0.19443 1.62655 -0.03261
C 0.47507 1.11393 -1.13000
N 1.41566 0.11260 -1.02086
C 1.79108 -0.28848 0.25000
C 1.09512 0.13578 1.37088
H -0.39665 1.38114 2.11198
H -1.04658 2.28293 -0.12955
H 0.23644 1.43965 -2.13168
H 2.59876 -1.00526 0.23336
H 1.30528 -0.33234 2.32119
C 2.38294 -5.25582 -2.65263
C 3.44319 -4.53769 -3.20865
C 3.77411 -3.32504 -2.63027
N 3.06203 -2.81668 -1.56774
C 2.05002 -3.56740 -1.06570
C 1.70410 -4.81813 -1.55117
H 2.08899 -6.21552 -3.05133
H 4.02939 -4.80340 -4.07593
H 4.54176 -2.69260 -3.05114
H 1.56428 -3.21625 -0.16728
H 0.96445 -5.45134 -1.08389
C -4.13162 3.67991 0.31463
C -4.16359 2.28972 0.68477
C -5.27742 1.52634 0.43992
N -6.41325 2.00119 -0.13366
C -6.32446 3.30360 -0.59718
C -5.21622 4.15812 -0.45343
H -3.26169 4.27718 0.54458
H -3.22005 1.93488 1.07237
H -5.26751 0.50483 0.79038
H -7.25787 3.71241 -0.95497
H -5.19461 5.17594 -0.81395
C -2.21168 0.21697 -3.65671
C -3.13032 -0.74652 -4.16529
C -4.51308 -0.37461 -4.24299
N -4.95941 0.73774 -3.68804
C -4.06451 1.55198 -3.09136
C -2.64147 1.39189 -3.08328
H -1.15711 -0.01576 -3.66700
H -2.72096 -1.67292 -4.54027
H -5.27731 -0.97460 -4.71453
H -4.56369 2.44394 -2.74260
H -1.91942 2.12781 -2.76160
C 3.44947 -0.94297 3.82848
C 4.66173 -0.26939 4.01805
C 5.82296 -0.63789 3.35094
N 5.74049 -1.65446 2.45573
C 4.52862 -2.30725 2.22943
C 3.37394 -2.02182 2.98957
H 2.55299 -0.69042 4.37524
H 4.69854 0.49847 4.77663
H 6.77843 -0.16048 3.51082
H 4.59658 -3.08184 1.47990
H 2.48380 -2.63072 2.93229
C -1.79618 -2.04324 0.03255
C -1.50603 -3.23215 0.72134
C -2.41657 -4.30130 0.52764
N -3.41526 -4.26640 -0.35029
C -3.59882 -3.14254 -1.09049
C -2.89328 -1.98325 -0.86027
H -1.16272 -1.17183 0.10854
H -0.69153 -3.29285 1.42796
H -2.16462 -5.21041 1.05342
H -4.41129 -3.12027 -1.80169
H -3.10350 -1.02699 -1.31609
C 7.22925 -0.32687 -1.17329
C 5.85249 -0.01133 -1.18361
C 5.18982 0.22008 -2.37819
N 5.84905 0.39109 -3.51880
C 7.22163 0.15648 -3.42344
C 7.92866 -0.18914 -2.28064
H 7.70399 -0.74987 -0.30032
H 5.23485 -0.17679 -0.31324
H 4.11427 0.18561 -2.46987
H 7.79149 0.35209 -4.31976
H 8.97637 -0.45072 -2.26450
```

Relative energy (zero: lowest compared OMol25 entry of this formula, charge and spin) = 7.4 kcal/mol
E_LUMO = 0.0130 hartree
Multiplicity = 1
SMILES = c1cc[nH]c1.c1cc[nH]c1.c1cc[nH]c1.c1ccncc1.c1ccncc1.c1ccncc1.c1ccncc1.c1ccncc1.c1ccncc1.c1ccncc1.c1ccncc1
E_tot = -71202.59655 eV
Maximum force = 4.2 eV/A

The lowest maximum force belongs to which entry?
C52H55F6N4O

Among the records above, which one has the highest maximum force?
C52H55N11